(1)
Formula: C32H18IrN8O7P2
Source: the OMol25 dataset
Level of theory: ωB97M-V with the def2-TZVPD basis set

Its multiplicity is 6. The HOMO-LUMO gap (spin up / spin down) comes out at 0.1932 / 0.2088 hartree. As for the expectation value of S²: 8.845. The charge is 0. The LUMO energy (spin up / spin down) comes out at -0.98 / -2.62 eV.

The geometry in XYZ format:
```
68
Properties=species:S:1:pos:R:3:nbo_charge:R:1
H 18.59919 18.71281 4.97922 0.220
C 14.35476 15.60762 4.53636 0.469
P 14.67614 11.67046 8.78648 2.603
N 15.55748 9.41711 5.41032 -0.282
H 10.86190 11.55870 9.00230 0.237
N 17.06351 13.86476 5.97216 -0.469
H 18.24458 8.36832 6.46582 0.251
C 7.99525 15.54986 4.80998 -0.195
H 8.19089 17.51840 3.92749 0.219
C 10.00368 14.31111 5.06690 -0.105
H 19.30667 13.13935 7.45723 0.222
H 20.82854 11.29352 8.22213 0.217
C 17.88808 11.74110 6.67199 -0.092
C 19.89770 11.06850 7.72380 -0.204
C 15.38819 16.63003 4.50950 -0.125
C 17.70648 16.80283 5.22780 -0.199
Ir 13.94745 12.72044 5.25702 1.399
O 14.18338 12.54315 7.68566 -1.146
N 14.90860 14.44122 5.00165 -0.609
C 18.42240 9.39199 6.74966 -0.152
C 17.69424 18.12523 4.83528 -0.191
C 13.40556 10.04393 5.82564 0.550
C 15.38127 17.96624 4.11814 -0.147
P 15.96696 7.57437 6.17443 1.489
C 13.99947 9.18991 8.21957 0.000
N 12.70950 11.13459 5.36854 -0.621
N 15.82776 11.78958 5.56231 -0.641
C 11.71501 11.38759 6.30247 0.412
O 13.67027 11.45065 9.98840 -0.825
C 16.22874 14.69267 5.37310 0.369
H 14.52870 8.28353 7.95019 0.254
N 13.10492 15.88375 4.20009 -0.540
C 10.73261 15.38196 4.48262 -0.050
C 12.57793 10.38414 9.86259 -0.008
C 16.54384 18.71149 4.29594 -0.214
C 19.07135 12.09379 7.30726 -0.142
O 15.96450 12.25192 9.49253 -0.961
C 8.62683 14.39367 5.23527 -0.166
C 17.53959 10.41445 6.40035 -0.096
H 14.30290 6.68509 5.02854 0.500
H 12.13029 10.40557 10.85543 0.229
C 13.16224 9.75694 7.13901 -0.241
O 16.82086 7.05306 5.09213 -1.129
H 18.58949 16.33825 5.64570 0.229
C 10.09143 16.53626 4.07158 -0.174
H 8.07092 13.56967 5.66665 0.229
C 10.96688 13.32860 5.40139 0.376
O 14.38668 7.12298 5.89865 -1.039
C 12.12320 15.03222 4.51569 0.448
N 12.23744 13.76270 5.00831 -0.584
C 13.26243 9.12646 9.50319 -0.062
H 16.55619 19.76045 3.99505 0.221
H 6.92263 15.63237 4.92546 0.218
H 20.27992 8.96454 7.72471 0.221
C 19.58292 9.73884 7.44593 -0.199
N 10.77666 12.28722 6.24660 -0.433
H 10.66509 17.35490 3.65764 0.231
C 16.53711 16.06051 5.07560 -0.011
C 11.63823 10.84150 8.77898 -0.187
H 14.47674 18.40120 3.70382 0.232
C 12.02896 10.59620 7.51770 -0.031
O 14.29209 9.67118 4.88540 -0.336
H 16.28762 13.02912 9.01760 0.521
C 16.87195 12.58285 6.05602 0.410
C 16.22491 10.50684 5.71490 0.463
C 8.71348 16.61666 4.23595 -0.213
H 13.24908 8.23021 10.09969 0.217
O 15.12166 10.20383 8.42052 -0.833
```


(2)
Formula: C32H19Cl4CoN5O2
Source: the OMol25 dataset
Level of theory: ωB97M-V with the def2-TZVPD basis set

Its multiplicity is 5. The HOMO-LUMO gap (spin up / spin down) comes out at 0.2589 / 0.1796 hartree. As for the expectation value of S²: 6.037. The charge is +1. The LUMO energy (spin up / spin down) comes out at -3.20 / -5.42 eV.

The geometry in XYZ format:
```
63
Properties=species:S:1:pos:R:3:nbo_charge:R:1
H -0.82635 2.23146 1.34040 0.230
H -2.69521 0.27531 -1.84841 0.236
N 1.09811 0.84677 -2.11167 -0.556
H -5.15869 3.00303 1.22782 0.235
C -0.36568 -3.19257 -0.85489 0.391
H 2.89814 2.54780 -5.07953 0.232
Cl 1.86725 -3.79756 -2.24374 0.086
H 3.69390 -2.17974 0.08867 0.181
H -0.62160 1.71280 -2.78698 0.207
N -2.67610 2.64798 0.35924 -0.355
C 0.71542 -3.79267 3.40416 -0.177
C -3.14636 3.75148 1.12528 0.226
C 4.53855 1.11506 -3.44270 -0.171
N -1.39405 0.99337 -0.30172 -0.591
H 3.44941 -3.97343 1.41971 0.228
C -1.44772 -3.58844 0.02699 -0.044
C 1.04684 2.22642 -4.06654 -0.262
C -2.25910 4.75375 1.48880 -0.248
H 1.31963 -6.19846 -0.79440 0.253
C 2.44169 0.68058 -2.28096 0.222
N 2.34390 -0.68122 -0.32693 -0.606
C 2.39101 2.07321 -4.24941 -0.097
C 0.74940 -1.89725 1.87314 0.398
O 0.14132 -0.84771 1.42581 -0.819
C 2.52430 -3.59895 1.83872 -0.191
C 2.72782 -1.72844 0.32177 0.199
Cl -2.64444 -2.41815 0.35505 0.097
C 4.50718 -0.23436 -1.44149 -0.205
C 3.14539 -0.11789 -1.33485 0.108
C -1.51609 1.98835 0.55011 0.218
H -2.28910 -5.09910 1.27454 0.260
H 6.27412 0.25719 -2.56644 0.232
C 0.61089 -4.22194 -1.16543 -0.070
H -1.22848 4.72173 1.16284 0.231
H 0.24719 -4.33765 4.21290 0.237
C 0.43994 1.59445 -2.96645 0.091
C 0.56302 -5.45554 -0.58819 -0.207
C -4.05013 5.87695 2.62902 -0.159
C -4.51923 6.97986 3.41834 0.254
Co 0.28982 -0.24499 -0.44078 1.555
H -4.28298 2.37521 -1.03727 0.242
C -3.33367 2.02582 -0.67672 -0.068
C -0.48063 -5.75010 0.30429 0.040
H -5.97348 4.92722 2.54664 0.244
C -2.53178 1.00492 -1.07540 -0.088
Cl -0.51004 -7.27480 1.06184 0.118
H 5.06862 1.58584 -4.25910 0.227
H -2.03453 6.60573 2.54329 0.242
C -4.48219 3.80148 1.49876 -0.241
C -2.71160 5.81537 2.25196 -0.127
O -0.26964 -2.03342 -1.30517 -0.650
H -0.73523 -2.22506 3.38622 0.232
Cl 2.52384 -5.81861 3.37740 0.013
C 5.20154 0.37601 -2.50632 -0.186
C 0.17164 -2.62206 2.95060 -0.274
C 1.97861 -2.39474 1.34644 -0.194
C 1.88931 -4.30156 2.82464 -0.088
N -4.89469 7.85902 4.05245 -0.255
C -4.93680 4.87273 2.24651 -0.136
C 3.13773 1.29150 -3.33957 -0.103
H 5.06966 -0.78081 -0.69698 0.223
H 0.44583 2.81818 -4.73996 0.239
C -1.49538 -4.82934 0.59365 -0.262
```


(3)
Formula: C32H20ClCrI2N7O
Source: the OMol25 dataset
Level of theory: ωB97M-V with the def2-TZVPD basis set

Its multiplicity is 5. The HOMO-LUMO gap (spin up / spin down) comes out at 0.1749 / 0.2640 hartree. As for the expectation value of S²: 6.057. The charge is 0. The LUMO energy (spin up / spin down) comes out at -0.64 / -0.60 eV.

The geometry in XYZ format:
```
64
Properties=species:S:1:pos:R:3:nbo_charge:R:1
C 2.83680 -0.87544 -2.62487 -0.167
H -1.99410 5.73786 1.02203 0.218
H -3.19980 1.63256 1.20373 0.182
C -2.81770 -3.09064 1.72193 -0.318
C -3.39070 1.17366 -3.91497 -0.226
C -2.38060 -1.80624 1.53323 0.058
H 0.34460 4.96766 1.44713 0.231
H 3.83230 2.80986 2.94113 0.224
H 1.67890 2.09606 -0.58417 0.222
H 5.95540 -0.83924 3.67483 0.210
H -3.81130 4.01776 1.00403 0.224
C -2.06070 -0.54374 -2.16007 0.162
H 4.04080 -2.17994 2.86843 0.223
O -1.18900 1.31456 -1.03947 -0.747
C -3.51300 -0.19224 -4.06617 -0.053
H 4.32000 0.40706 -3.51377 0.234
N -1.17780 1.96766 1.40663 -0.571
C 2.04430 1.26276 -1.16997 0.065
I -2.26210 3.75146 -2.67367 0.160
Cl -4.51370 -0.81364 -5.33977 -0.001
C -0.18780 2.90156 1.54463 0.378
C -2.13990 -3.24234 -2.42157 -0.250
C 3.99770 -1.10104 2.87593 -0.194
C -1.91140 0.86776 -2.00267 0.288
H 3.59710 2.36746 -2.15717 0.231
H -3.41920 -2.95874 -4.12167 0.237
C 5.06370 -0.34474 3.31993 -0.218
H 1.29670 -1.88224 -1.50167 0.207
C 2.85460 -0.43234 2.44623 -0.032
C -2.85230 -2.49534 -3.32887 -0.113
C 1.81500 -0.95194 -1.69377 0.013
C -2.57540 1.68496 -2.91727 -0.198
Cr -0.66570 0.20056 0.44313 1.493
C -0.13960 -2.40804 1.75563 0.369
C 3.88700 1.73276 2.91963 -0.164
C 2.80380 0.98726 2.46753 -0.112
C -1.76340 4.69306 1.16583 -0.151
I 3.31940 -2.57684 -3.76647 0.158
C -2.83000 -1.08954 -3.21977 -0.114
H -0.89520 -3.19684 -0.66337 0.215
N 0.79780 0.22286 1.69893 -0.585
H -2.17460 -5.13574 1.96033 0.220
C -1.85890 -4.10864 1.86723 -0.165
N -1.08950 -1.44564 1.49233 -0.591
C 1.49840 1.35566 1.99513 0.375
H 5.86390 1.60566 3.70943 0.210
C -2.78120 3.72656 1.13073 -0.300
N 1.06740 2.59546 1.85493 -0.556
H -3.87080 -3.30704 1.74343 0.226
C -0.48350 4.28136 1.39003 -0.234
H 0.24490 -4.49674 2.03213 0.237
C 3.10520 1.41286 -2.05037 -0.220
C -1.43150 -2.60864 -1.39737 0.079
C -2.43250 2.40226 1.24253 0.079
N 1.14390 -2.12454 1.92683 -0.544
C 3.50960 0.32196 -2.80397 -0.196
C 5.01100 1.05316 3.34323 -0.223
N -1.40450 -1.29344 -1.25047 -0.488
N 1.42230 0.10136 -0.99967 -0.460
H -3.92820 1.84166 -4.56967 0.244
H -2.14260 -4.31894 -2.47667 0.229
C -0.53830 -3.76754 1.89523 -0.246
C 1.56940 -0.86994 1.97823 0.352
H -3.09530 -0.99724 1.40683 0.189
```